Here is a molecular structure, C17H26BrN4O5SSi2SnTe4 from OMol25. Energies are from ωB97M-V with the def2-TZVPD basis set.

Calculated values
- Charge: -1
- Lowest unoccupied orbital energy: 1.6 eV
- Spin multiplicity: 1

The geometry in XYZ format:
```
61
C17H26BrN4O5SSi2SnTe4 | OMol25 | ωB97M-V with the def2-TZVPD basis set
N 0.583 -1.375 -0.232
H 0.651 3.466 -1.766
C 3.073 0.558 -1.549
H -3.945 3.168 -2.304
H -3.968 1.732 -1.303
N -0.637 1.205 -1.541
C -1.281 -0.122 4.169
H -1.187 4.463 -3.510
O -3.049 0.791 2.840
C -3.457 2.201 -2.141
H 3.509 -1.549 0.940
Te -1.482 -0.631 -2.437
H -1.814 3.030 -4.317
H 2.993 3.867 -2.059
C 3.292 -2.495 1.439
H 4.233 -3.031 1.578
H -2.645 -1.193 2.954
H -1.343 4.863 -0.823
C -1.535 3.851 -0.462
N 1.607 -1.023 -0.804
O 0.644 -2.666 0.226
H -2.474 3.863 0.097
Br -1.968 -1.023 5.689
O -0.507 1.964 2.205
Si -1.660 2.616 -1.873
H -3.611 1.586 -3.026
C 1.715 0.299 -1.318
H 3.588 -4.832 -1.023
S -3.321 1.337 1.311
H 3.182 -3.266 -1.747
Te -2.928 -3.537 1.201
H 2.878 -2.274 2.425
H 0.839 -5.605 0.844
O -3.787 -0.033 0.654
C 1.482 -4.967 1.452
N -1.156 -0.366 1.779
Te -2.765 -5.127 -1.031
H 4.625 1.961 -2.019
H 1.996 -4.573 -1.748
H 3.739 -0.287 -1.431
Si 2.093 -3.525 0.459
C 2.658 2.852 -1.884
H 2.318 -5.569 1.815
H -0.123 3.096 -3.821
H 0.423 0.655 0.845
C 0.387 1.158 2.993
H 1.406 1.527 3.018
C 1.313 2.615 -1.716
H 0.902 -4.626 2.310
Te -2.084 -3.508 -3.079
C -0.197 0.658 1.728
H -0.750 3.575 0.243
H 0.444 0.591 5.133
Sn -2.171 -1.218 0.109
O -4.485 2.188 1.444
C 0.740 1.333 -1.513
C -1.137 3.372 -3.532
C 3.569 1.803 -1.851
C -2.063 -0.272 2.898
C 2.790 -4.100 -1.167
C -0.143 0.552 4.225
```

Here is a gas-phase ion, C5H10N (charge +1) in a non-equilibrium geometry from OMol25. Energies are from ωB97M-V with the def2-TZVPD basis set.

Calculated values
- Charge: +1
- Lowest unoccupied orbital energy (alpha / beta): -4.6 / -4.3 eV
- Spin multiplicity: 1

The geometry in XYZ format:
```
16
C5H10N | OMol25 | ωB97M-V with the def2-TZVPD basis set
H -1.578 1.741 -0.708
H -1.079 1.847 1.021
H 2.061 -1.804 0.575
C 0.931 -0.074 0.589
H 2.793 -0.641 -0.710
H 1.076 2.059 0.305
H 0.874 0.972 -1.129
H 1.400 -1.415 -1.025
C 1.848 -0.982 -0.222
C -1.006 1.240 0.034
H -2.016 -2.056 0.228
N 0.491 1.191 -0.158
H -3.250 -0.808 -0.429
C -2.340 -1.121 -0.088
C -1.457 -0.196 0.058
H 1.251 0.048 1.659
```

Here is a molecular structure, C27H28Cl2N9O3SSn in a non-equilibrium geometry from OMol25. Energies are from ωB97M-V with the def2-TZVPD basis set.

Calculated values
- Charge: +1
- Lowest unoccupied orbital energy: -3.6 eV
- Spin multiplicity: 1

The geometry in XYZ format:
```
71
C27H28Cl2N9O3SSn | OMol25 | ωB97M-V with the def2-TZVPD basis set
H 1.762 0.187 -1.225
N -3.049 4.513 -1.565
C -0.245 2.394 -0.876
H -1.213 4.290 -2.468
H -0.537 -6.902 1.022
Cl 3.532 3.789 2.278
H -7.276 4.044 -2.321
C 0.810 -6.346 -0.609
N 0.007 -0.530 2.108
N -1.147 3.390 -0.575
H -2.838 1.719 -2.468
N -0.066 1.606 0.165
C -1.506 3.241 0.740
O -2.828 -1.511 -0.712
H -0.867 1.664 2.151
H -2.437 0.367 1.565
C -3.925 3.559 -2.018
C -6.315 3.542 -2.358
S 1.032 -2.494 -0.133
C -1.905 -0.975 -0.026
H -1.063 -2.305 2.220
H -1.226 5.391 -1.065
C 5.139 -1.925 1.899
H -0.535 -4.402 1.514
N 2.696 -1.088 0.923
N -3.677 5.671 -1.278
Sn 1.032 -0.122 0.336
H 1.062 -7.265 -1.117
C 3.054 1.160 1.535
H 5.823 2.497 3.093
H -3.237 -1.202 1.665
N 1.306 -5.120 -1.008
H -1.518 -1.085 3.418
C 3.077 -2.375 0.846
C 3.512 -0.176 1.485
H 6.094 -2.278 2.276
C -0.837 2.122 1.170
H -2.194 3.909 1.241
C 3.941 2.095 2.134
C 4.281 -2.845 1.316
H 1.058 -0.924 2.804
H 4.543 -3.891 1.232
H 0.133 0.476 2.673
C 0.429 2.237 -2.191
H 3.123 -4.455 -1.761
H 2.353 -3.033 0.378
H -0.303 2.054 -2.984
O -0.753 -0.601 -0.387
C -1.216 -1.232 2.376
N -4.970 5.495 -1.513
O 1.905 1.476 1.060
C -2.284 -0.712 1.435
C 5.601 0.421 2.579
H 2.433 -5.869 -2.610
H -4.911 0.539 -3.163
C -6.207 2.215 -2.790
C 0.015 -6.169 0.454
C -3.792 2.234 -2.446
C -1.607 4.443 -1.460
C -4.966 1.575 -2.831
H 1.726 -4.244 -2.842
C -5.150 4.216 -1.967
H -7.102 1.676 -3.093
H 1.119 1.387 -2.168
Cl 7.165 0.053 3.237
H 1.006 3.132 -2.440
N -0.018 -4.833 0.761
C 0.791 -4.128 -0.146
C 5.188 1.740 2.647
C 2.200 -4.918 -2.123
C 4.777 -0.561 2.000
```

The energy above the lowest of the compared OMol25 structures with the same formula, charge and spin results, record by record, are as follows: 25.6; 124.3; 44.7 kcal/mol.